Record 1
Molecular formula: C26H39BFN4O4
Method: DFT, the ωB97M-V functional and the def2-TZVPD basis

Output
Charge: -1
Kohn-Sham gap in Eh: 0.2732

Last column: Mulliken charge in e.
Geometry (Å):
C1 0.38796 -3.35376 2.48506  -0.875
C2 -0.83130 -2.99915 2.06656  -0.297
C3 -1.67588 -2.04979 2.81924  -0.547
B1 -1.70719 -0.51007 2.13219  0.639
C4 -0.13987 -0.04728 1.95810  -0.628
C5 0.18005 1.41950 2.27014  -0.299
C6 1.71142 1.68120 2.39924  -0.716
C7 2.55659 0.91744 1.36363  -0.647
N1 3.88132 1.57392 1.11304  -0.357
C8 3.86041 2.10307 -0.19321  0.408
C9 3.02502 3.36606 -0.34979  -0.867
O1 4.43220 1.58119 -1.09065  -0.655
C10 -2.58780 0.39988 3.17950  -1.040
C11 -3.11966 1.73104 2.61048  -0.515
O2 -4.57351 1.65579 2.47009  -0.378
C12 -5.00902 2.16847 1.31104  0.125
O3 -5.07696 3.30363 1.05946  -0.468
C13 -2.55631 -0.67544 0.71261  -0.490
C14 -2.04469 0.07297 -0.48979  0.324
O4 -2.07121 -0.36984 -1.54779  -0.554
F1 -1.55700 1.33448 -0.37769  -0.263
H1 1.25181 -3.30449 1.82468  0.269
H2 0.58748 -3.65132 3.51126  0.276
H3 -1.16431 -3.44246 1.12875  0.308
H4 -2.70705 -2.42307 2.93845  0.336
H5 -1.23803 -1.89963 3.81945  0.110
H6 0.27549 -0.34119 0.98605  0.131
H7 0.43901 -0.63799 2.68834  0.272
H8 -0.18244 2.13357 1.52078  0.224
H9 -0.23059 1.74509 3.22804  0.130
H10 1.98529 1.32546 3.39962  0.289
H11 1.95850 2.74389 2.35717  0.341
H12 1.94839 0.83676 0.45582  0.270
H13 2.67466 -0.10883 1.70162  0.431
H14 4.58139 0.84083 1.15873  0.340
H15 3.59289 4.03801 -0.98782  0.380
H16 2.86127 3.78616 0.63496  0.302
H17 2.07428 3.05935 -0.78661  0.212
H18 -3.46088 -0.18774 3.47812  0.433
H19 -1.97658 0.63429 4.06116  0.299
H20 -2.62050 2.06873 1.70072  0.296
H21 -2.93615 2.50940 3.35952  0.325
H22 -5.34344 1.42357 0.56569  0.379
H23 -3.60533 -0.37023 0.83163  0.406
H24 -2.61131 -1.71239 0.39076  0.230
N2 4.88733 0.97269 -4.06796  0.133
C15 4.35076 0.16108 -5.02514  -0.621
C16 4.91803 0.49732 -6.23182  -0.403
C17 5.83572 1.55107 -5.98441  -0.718
C18 5.79264 1.81783 -4.63995  -0.205
H25 4.65543 0.95436 -3.08641  0.301
H26 3.61403 -0.58298 -4.76945  0.380
H27 4.70048 0.03732 -7.18287  0.486
H28 6.45589 2.05405 -6.70814  0.388
H29 6.32866 2.53605 -4.04292  0.396
N3 -3.50270 -3.44435 6.30902  0.027
C19 -4.62813 -3.48603 7.08603  -0.558
C20 -5.47540 -4.41874 6.54835  -0.343
C21 -4.83180 -4.96280 5.40351  -0.522
C22 -3.61653 -4.34177 5.28654  -0.404
H30 -2.71213 -2.84473 6.46366  0.218
H31 -4.72887 -2.85002 7.94929  0.372
H32 -6.44783 -4.68166 6.93184  0.382
H33 -5.21705 -5.72169 4.74260  0.402
H34 -2.82428 -4.45758 4.56548  0.437
N4 1.82924 0.91772 -7.25656  0.092
C23 1.15189 2.00901 -7.72083  -0.501
C24 0.12666 1.56525 -8.51577  -0.486
C25 0.18645 0.14718 -8.52622  -0.635
C26 1.24615 -0.22022 -7.73776  -0.225
H35 2.63588 0.94694 -6.65092  0.249
H36 1.45669 3.00513 -7.44755  0.355
H37 -0.58697 2.18778 -9.03031  0.382
H38 -0.47248 -0.52569 -9.05020  0.378
H39 1.63379 -1.19159 -7.47947  0.353

***

Record 2
Molecular formula: C5H4N2
Method: DFT, the ωB97M-V functional and the def2-TZVPD basis

Output
Energy relative to the best compared isomer or geometry (same formula, charge and spin) in kcal/mol: 128.9
Kohn-Sham gap (spin up / spin down) in Eh: 0.3302 / 0.3302

Last column: natural (NBO) charge in e.
Geometry (Å):
C1 2.12034 -0.11500 -0.39496  -0.385
C2 1.43644 0.52911 0.57188  -0.206
C3 0.22270 0.00077 0.35480  0.375
N1 -0.58448 -1.00764 0.71194  -0.525
C4 -1.07371 -0.07485 -0.33286  -0.233
C5 -1.96787 0.99658 0.02010  0.232
N2 -2.64082 1.87458 0.35341  -0.260
H1 3.18692 -0.22265 -0.49978  0.193
H2 1.53597 -0.71507 -1.10477  0.135
H3 -0.94071 -1.00560 1.65809  0.415
H4 -1.19046 -0.52455 -1.31810  0.258

***

Record 3
Molecular formula: C4H13NO
Method: DFT, the ωB97M-V functional and the def2-TZVPD basis

Output
Energy relative to the best compared isomer or geometry (same formula, charge and spin) in kcal/mol: 20.9
Kohn-Sham gap in Eh: 0.3830

Last column: natural (NBO) charge in e.
Geometry (Å):
C1 -2.57554 -1.37251 0.92125  -0.611
C2 -2.17216 -0.31895 -0.09880  -0.420
C3 -0.67852 -0.04459 -0.10429  -0.226
N1 -0.13827 0.83088 -1.15812  -0.825
H1 -2.11947 -2.35456 0.69861  0.208
H2 -2.23445 -1.13965 1.96757  0.208
H3 -3.65504 -1.53037 0.91254  0.217
H4 -2.45193 -0.73025 -1.13112  0.188
H5 -2.74810 0.64211 -0.07019  0.204
H6 -0.38025 0.46893 0.84260  0.194
H7 -0.06933 -1.00149 -0.18785  0.189
H8 -0.45241 0.35025 -1.99733  0.349
H9 -0.71293 1.68033 -1.21626  0.357
C4 2.93955 -0.08996 0.50384  -0.246
O1 2.49345 1.13387 -0.05052  -0.761
H10 3.30144 -0.81885 -0.24505  0.152
H11 3.74890 0.17877 1.18072  0.182
H12 2.04599 -0.59075 1.00596  0.146
H13 1.66790 0.91442 -0.58114  0.494

***

Record 4
Molecular formula: C27H43BrCl4IN5O6PS
Method: DFT, the ωB97M-V functional and the def2-TZVPD basis

Output
Charge: +1
Kohn-Sham gap in Eh: 0.2725

Last column: Mulliken charge in e.
Geometry (Å):
C1 5.05149 3.45538 1.62544  -1.002
C2 5.47373 2.11118 0.90284  -0.100
O1 5.01267 2.14151 -0.44946  -0.345
C3 4.75654 0.84138 -0.97887  -0.518
C4 3.35105 0.93280 -1.71206  -0.363
O2 2.41291 1.52154 -0.79793  -0.147
C5 1.15766 0.90327 -0.77993  0.546
N1 0.10482 1.54362 -1.58489  1.690
N2 0.58804 1.87162 -2.85712  -1.192
C6 0.93514 3.03733 -3.03784  0.252
S1 1.41741 4.55257 -3.23477  -0.220
C7 -1.11836 0.69469 -1.55357  1.828
C8 -2.46404 1.54524 -1.76703  -1.183
C9 -2.42601 2.82925 -2.64243  -0.942
C10 -2.24596 4.22686 -1.92930  -0.215
C11 -3.05923 4.44689 -0.63130  0.191
O3 -2.58974 5.18593 0.21048  -0.577
O4 -4.29284 3.88874 -0.38571  -0.478
P1 -1.09741 -0.46454 -3.11718  0.050
C12 -1.49466 0.44630 -4.68857  -1.128
O5 0.51586 -1.03363 -3.33943  -0.497
C13 -1.28874 -0.23483 -0.22948  -0.904
C14 -1.46273 -1.76486 -0.48418  -1.931
N3 -0.36534 -2.58916 -0.97564  0.143
N4 -0.54798 0.21487 1.03884  2.273
C15 -0.12242 -0.87711 1.97032  -1.642
C16 0.96989 -1.91922 1.70038  0.533
C17 2.21227 -1.83919 0.95262  0.759
C18 3.17418 -2.90518 0.74920  -0.778
C19 2.93311 -4.21286 1.32620  -0.842
C20 1.72609 -4.34812 2.12961  -0.819
C21 0.78012 -3.25496 2.32477  0.422
C22 -0.41856 -3.62794 3.25902  -1.014
C23 -1.51474 1.05094 1.87979  -0.559
C24 -2.64510 0.40250 2.72228  -0.567
O6 -3.37651 -0.70393 2.17626  -0.525
C25 -2.27267 0.01760 4.23607  -0.474
N5 -3.42978 0.33879 5.10177  -0.639
C26 0.61603 1.14531 0.74740  -2.308
Br1 2.03962 1.30799 2.09873  0.125
I1 0.18886 3.33972 0.56770  0.341
H1 3.93347 3.56416 1.68117  0.102
H2 5.47620 4.32231 1.05712  0.324
H3 5.48810 3.45650 2.65421  0.352
H4 5.04372 1.27485 1.51462  0.142
H5 6.59427 2.05177 0.93443  0.338
H6 5.53227 0.54876 -1.73822  0.380
H7 4.62015 0.05792 -0.17897  0.186
H8 3.08476 -0.07516 -2.11630  0.180
H9 3.43759 1.63334 -2.59241  0.451
H10 1.29619 -0.17920 -1.02759  0.877
H11 -2.97965 1.79465 -0.80501  0.650
H12 -3.16064 0.81151 -2.27867  0.621
H13 -1.71802 2.84146 -3.50972  0.187
H14 -3.44092 2.89740 -3.13837  0.547
H15 -2.65266 4.98490 -2.66455  0.515
H16 -1.16639 4.51170 -1.83325  -0.085
H17 -4.68432 4.43576 0.32773  0.375
H18 -1.52865 -0.31966 -5.51478  0.483
H19 -2.53112 0.86259 -4.59512  0.317
H20 -0.81075 1.28443 -4.97344  0.283
H21 0.58323 -1.12956 -4.30824  0.316
H22 -2.36588 -0.01117 0.03213  -0.291
H23 -1.87498 -2.30527 0.42309  0.429
H24 -2.33889 -1.90142 -1.18870  0.484
H25 -0.21050 -3.40881 -0.38586  0.353
H26 0.53531 -2.13406 -1.08299  -0.033
H27 -1.03836 -1.50734 2.16090  0.109
H28 0.05167 -0.46969 3.00868  1.073
H29 2.49807 -0.86988 0.49969  -0.650
H30 4.11005 -2.76682 0.15401  0.417
H31 3.60822 -5.09048 1.21259  0.394
H32 1.55320 -5.35198 2.59284  0.367
H33 -1.35119 -3.89455 2.68482  0.215
H34 -0.68549 -2.71512 3.86830  0.059
H35 -0.15443 -4.41906 3.99672  0.514
H36 -2.07240 1.76682 1.21999  -0.132
H37 -0.88654 1.58528 2.64494  0.766
H38 -3.43169 1.20256 2.89699  0.520
H39 -3.78047 -1.20201 2.90571  0.436
H40 -1.39915 0.65234 4.53221  0.263
H41 -1.99885 -1.07013 4.23138  0.448
H42 -3.40619 -0.24713 5.93565  0.288
H43 -4.31077 0.19487 4.60500  0.244
C27 -1.73325 -5.93736 -2.88538  0.291
Cl1 -0.57826 -7.28017 -2.91668  -0.095
Cl2 -2.23891 -5.63282 -1.20958  -0.108
Cl3 -0.96832 -4.48318 -3.54347  -0.050
Cl4 -3.15155 -6.35496 -3.86058  -0.096

***

Number 1: E_tot -1658.80884 hartree. Number 2: E_tot -302.22286 hartree. Number 3: E_tot -290.16361 hartree. Number 4: E_tot -7231.33704 hartree.